Here is an isolated molecule of C27H50O6 from the OMol25 dataset. Energies are from ωB97M-V/def2-TZVPD.

```
83
Properties=species:S:1:pos:R:3:lowdin_charge:R:1
C 2.91 1.21 2.35 -0.106
C 1.94 2.29 2.83 -0.262
C 1.52 3.21 1.68 -0.220
C 0.38 4.16 2.06 -0.201
C -0.95 3.42 2.19 -0.209
C -2.15 4.36 2.28 -0.180
C -3.46 3.56 2.47 -0.088
C -3.60 2.59 1.33 -0.502
O -3.91 2.87 0.20 0.114
O -3.28 1.34 1.73 0.015
C -3.20 0.32 0.74 -0.073
C -1.77 0.21 0.20 -0.219
C -1.52 1.12 -1.01 -0.076
O -0.14 1.42 -1.13 0.006
C 0.62 0.58 -1.86 -0.487
O 0.18 -0.33 -2.51 0.121
C 2.08 0.93 -1.72 -0.093
C 2.93 0.32 -2.83 -0.197
C 4.42 0.56 -2.59 -0.221
C 5.28 -0.05 -3.69 -0.226
C 6.77 0.17 -3.44 -0.234
C 7.66 -0.34 -4.58 -0.274
C 7.65 -1.86 -4.72 -0.116
O -1.54 -1.15 -0.18 0.032
C -0.31 -1.64 0.01 -0.487
O 0.57 -1.04 0.56 0.115
C -0.16 -3.02 -0.59 -0.082
C -1.42 -3.88 -0.46 -0.193
C -1.80 -4.12 0.99 -0.207
C -3.10 -4.93 1.11 -0.217
C -3.53 -5.17 2.56 -0.223
C -3.88 -3.91 3.35 -0.267
C -5.05 -3.13 2.75 -0.110
H 2.40 0.53 1.67 0.047
H 3.76 1.66 1.84 0.072
H 3.28 0.63 3.19 0.069
H 1.07 1.80 3.26 0.099
H 2.41 2.89 3.61 0.108
H 1.20 2.60 0.83 0.093
H 2.39 3.79 1.36 0.113
H 0.62 4.68 2.99 0.115
H 0.29 4.92 1.27 0.113
H -0.93 2.78 3.07 0.120
H -1.06 2.79 1.31 0.097
H -2.23 4.95 1.37 0.121
H -2.03 5.04 3.13 0.118
H -3.43 3.01 3.41 0.122
H -4.31 4.24 2.46 0.125
H -3.91 0.52 -0.07 0.142
H -3.47 -0.61 1.25 0.130
H -1.06 0.47 1.00 0.157
H -1.87 0.62 -1.92 0.147
H -2.03 2.08 -0.89 0.125
H 2.18 2.02 -1.68 0.131
H 2.39 0.54 -0.75 0.118
H 2.73 -0.75 -2.87 0.120
H 2.64 0.75 -3.79 0.124
H 4.70 0.12 -1.63 0.119
H 4.61 1.63 -2.53 0.117
H 5.00 0.39 -4.65 0.119
H 5.07 -1.12 -3.75 0.109
H 6.94 1.24 -3.31 0.109
H 7.06 -0.33 -2.51 0.113
H 8.68 -0.01 -4.39 0.101
H 7.33 0.11 -5.52 0.104
H 7.93 -2.33 -3.77 0.073
H 6.66 -2.22 -5.00 0.062
H 8.35 -2.17 -5.48 0.067
H 0.07 -2.86 -1.64 0.128
H 0.69 -3.50 -0.11 0.130
H -2.25 -3.38 -0.98 0.117
H -1.24 -4.83 -0.96 0.118
H -1.00 -4.65 1.50 0.126
H -1.93 -3.16 1.49 0.101
H -3.89 -4.41 0.57 0.106
H -2.95 -5.90 0.63 0.113
H -2.73 -5.70 3.08 0.108
H -4.41 -5.83 2.55 0.108
H -4.14 -4.21 4.37 0.104
H -3.00 -3.26 3.41 0.096
H -5.30 -2.29 3.40 0.069
H -4.80 -2.74 1.77 0.052
H -5.92 -3.77 2.66 0.075
```

Summary:
Structure (SMILES): CCCCCCCC(=O)OCC(COC(=O)CCCCCCC)OC(=O)CCCCCCC
Total charge: 0
Energy relative to the best compared isomer or geometry (same formula, charge and spin): 33.33 kJ/mol
Electronic energy: -1510.31016 a.u.
HOMO-LUMO gap: 11.132 eV



Here is C5H7N3 as an isolated structure from the OMol25 dataset. Energies are from ωB97M-V/def2-TZVPD.

```
15
Properties=species:S:1:pos:R:3:lowdin_charge:R:1
C -0.27 1.61 -1.79 -0.027
C 0.53 -0.80 -1.19 -0.099
C -0.16 -1.10 0.39 -0.075
C 0.12 -1.52 1.77 -0.073
C -0.20 0.26 0.40 -0.397
H -1.39 0.93 -1.85 0.149
H 0.34 1.99 -2.68 0.066
H -0.43 2.58 -1.10 0.094
H -0.28 -1.14 -1.94 0.116
H 1.68 -1.13 -1.14 0.150
H -0.11 -2.35 2.38 0.070
H -0.59 -0.44 3.41 0.253
N 0.48 0.55 -0.80 -0.186
N 0.24 -0.30 2.47 -0.093
N 0.04 0.86 1.67 0.053
```

Summary:
Total charge: 0
Energy relative to the best compared isomer or geometry (same formula, charge and spin): 785.75 kJ/mol
Electronic energy: -358.71910 a.u.
HOMO-LUMO gap: 8.761 eV



Here is FH18O9Sr as an isolated structure from the OMol25 dataset. Energies are from ωB97M-V/def2-TZVPD.

```
29
Properties=species:S:1:pos:R:3:lowdin_charge:R:1
Sr 1.12 -2.05 -0.93 1.758
F 0.19 0.05 0.02 -0.519
O -0.28 -2.22 1.47 -0.101
H -0.22 -2.81 2.22 0.074
H -1.17 -1.90 1.45 -0.001
O 1.69 2.66 1.07 0.000
H 1.16 1.97 0.77 -0.067
H 1.98 3.04 0.25 0.031
O -2.91 -0.87 1.36 -0.020
H -2.60 -0.29 0.71 -0.051
H -3.15 -0.40 2.17 0.074
O 0.27 1.41 -2.32 -0.019
H 0.18 2.33 -2.49 0.064
H 0.20 1.20 -1.39 -0.010
O -0.53 1.20 2.29 -0.061
H -0.44 0.62 1.51 -0.027
H -0.03 0.68 2.94 0.058
O -2.15 0.50 -0.78 -0.077
H -2.14 1.13 -1.56 0.108
H -1.27 0.19 -0.50 -0.036
O 2.65 0.13 -1.86 -0.055
H 1.91 0.69 -1.98 -0.029
H 3.36 0.66 -2.11 0.046
O -1.49 -2.23 -1.37 -0.093
H -2.08 -2.74 -1.89 0.054
H -1.91 -1.38 -1.20 0.012
O 2.54 -0.89 0.86 -0.118
H 1.84 -0.26 0.73 -0.030
H 3.29 -0.43 0.53 0.039
```

Summary:
Total charge: +1
Electronic energy: -818.44421 a.u.
HOMO-LUMO gap: 9.001 eV



Here is C18H27ClN2O as an isolated structure from the OMol25 dataset. Energies are from ωB97M-V/def2-TZVPD.

```
49
Properties=species:S:1:pos:R:3:lowdin_charge:R:1
C 0.03 -3.87 0.17 -0.070
H 1.05 -4.45 0.16 0.135
H -0.30 -3.71 1.05 0.000
H -0.65 -4.42 -0.61 0.123
C 0.33 -2.65 -0.61 -0.212
N -0.89 -1.68 -0.64 -0.224
C -1.71 -2.07 -1.69 -0.160
H -0.99 -2.01 -2.84 0.158
H -2.39 -1.12 -2.14 0.145
H -2.14 -2.93 -1.75 -0.011
C -1.73 -1.20 0.51 -0.159
C -2.54 -0.01 0.27 -0.409
C -3.79 -0.30 0.05 0.042
C -4.47 1.17 0.08 -0.529
C -3.84 2.28 0.00 -0.214
C -2.53 2.26 0.47 0.003
C -1.74 0.94 0.52 -0.015
H -0.75 1.06 0.73 0.071
H -1.84 3.34 0.36 0.172
H -4.41 3.27 0.15 0.145
Cl -6.25 1.05 -0.31 0.564
H -4.47 -0.95 0.25 0.045
H -1.02 -1.24 1.41 0.149
H -2.44 -2.19 0.80 0.172
H 0.82 -2.41 -1.66 0.169
C 1.37 -1.73 0.47 -0.230
O 1.86 -2.47 1.41 -0.020
N 1.50 -0.30 0.11 0.064
H 0.86 -0.15 -0.54 0.049
C 2.39 0.38 0.93 -0.158
H 1.95 1.54 0.80 0.195
C 3.74 0.41 0.15 -0.310
C 3.82 1.00 -1.14 -0.207
C 5.19 0.83 -1.74 -0.096
C 6.09 1.74 -0.84 -0.178
C 6.16 1.49 0.63 -0.216
C 4.72 1.29 0.97 -0.264
H 4.31 2.33 1.44 0.150
H 4.68 0.94 2.18 0.156
H 6.64 2.04 1.31 0.061
H 6.59 0.19 0.77 0.198
H 7.01 1.86 -1.00 0.018
H 5.69 2.80 -0.83 0.149
H 5.16 1.21 -2.71 0.109
H 5.48 0.00 -1.83 0.010
H 3.31 0.27 -1.81 0.140
H 3.47 1.87 -1.14 0.058
H 4.27 -0.75 0.31 0.225
H 2.43 0.16 1.78 0.005
```

Summary:
Total charge: 0
Energy relative to the best compared isomer or geometry (same formula, charge and spin): 1787.68 kJ/mol
Electronic energy: -1346.38881 a.u.
HOMO-LUMO gap: 8.390 eV



Here is C37H43N3O8P2TeW as an isolated structure from the OMol25 dataset. Energies are from ωB97M-V/def2-TZVPD.

```
95
Properties=species:S:1:pos:R:3:lowdin_charge:R:1
W -0.89 0.53 -1.17 1.225
O 0.52 1.73 -3.36 0.106
C 0.68 2.27 -2.29 -0.554
O 0.89 1.56 -1.16 -0.242
C 0.25 3.67 -2.01 -0.057
C 0.97 4.83 -2.11 0.090
C 0.34 6.01 -1.75 -0.119
C -0.97 6.05 -1.32 0.092
C -1.68 4.86 -1.25 -0.041
C -1.09 3.63 -1.56 -0.266
O -1.70 2.48 -1.42 -0.274
N -3.09 4.94 -0.82 -0.318
O -3.86 4.11 -1.25 0.084
O -3.39 5.88 -0.11 0.098
N 1.09 7.28 -1.82 -0.359
O 2.26 7.20 -2.11 0.090
O 0.49 8.30 -1.58 0.098
H 2.00 4.85 -2.45 0.140
H -1.45 6.98 -1.05 0.138
C -4.31 0.96 -2.01 -0.204
P -3.33 0.43 -0.58 0.843
C -4.10 -1.10 -0.01 -0.207
C -3.67 1.66 0.71 -0.370
C -4.96 2.15 0.92 -0.067
C -5.16 3.20 1.80 -0.044
C -4.09 3.77 2.47 -0.050
C -2.81 3.26 2.29 -0.067
C -2.60 2.20 1.41 -0.379
P -0.99 1.39 1.21 0.820
C -1.05 0.24 2.62 -0.240
C 0.29 2.58 1.64 -0.209
H -5.36 0.70 -1.86 0.060
H -3.93 0.46 -2.90 0.052
H -4.19 2.03 -2.12 0.035
H -5.13 -0.89 0.26 0.060
H -3.57 -1.50 0.87 0.040
H -4.07 -1.86 -0.79 0.048
H -5.80 1.75 0.37 0.115
H -6.16 3.60 1.94 0.118
H -4.24 4.61 3.13 0.118
H -1.98 3.70 2.83 0.110
H -1.44 0.79 3.48 0.068
H -0.06 -0.14 2.86 0.029
H -1.71 -0.59 2.40 0.021
H 0.28 2.79 2.71 0.061
H 0.14 3.50 1.08 0.058
H 1.26 2.17 1.35 0.050
C -2.21 -2.97 -3.29 0.000
C -1.71 -2.24 -2.08 -0.716
O -1.59 -2.85 -1.00 -0.172
N -1.32 -0.94 -2.21 -0.211
Te 0.51 -1.86 0.05 1.798
C 0.95 -3.67 0.99 -0.348
C 0.30 -3.89 2.21 -0.298
C -0.95 -3.16 2.64 -0.072
C 0.80 -4.87 3.05 0.001
C 1.90 -5.64 2.70 -0.240
C 2.45 -6.69 3.63 -0.032
C 2.46 -5.45 1.44 0.002
C 2.01 -4.49 0.55 -0.276
C 2.63 -4.44 -0.82 -0.036
C 2.44 -1.21 -0.47 -0.387
C 3.29 -0.84 0.58 -0.290
C 2.99 -1.06 2.04 -0.051
C 4.51 -0.27 0.25 -0.001
C 4.90 -0.08 -1.07 -0.242
C 6.24 0.52 -1.41 -0.035
C 4.03 -0.48 -2.08 0.007
C 2.79 -1.04 -1.81 -0.311
C 1.90 -1.40 -2.97 -0.058
H -1.35 -3.42 -3.80 0.093
H -2.69 -2.30 -4.00 0.083
H -2.88 -3.77 -2.99 0.088
H -1.45 -2.64 1.82 0.022
H -0.74 -2.43 3.43 0.084
H -1.66 -3.87 3.04 0.099
H 0.31 -5.05 4.00 0.128
H 1.95 -6.66 4.59 0.080
H 3.51 -6.54 3.79 0.089
H 2.32 -7.68 3.20 0.092
H 3.27 -6.10 1.12 0.133
H 2.81 -5.46 -1.15 0.094
H 3.58 -3.91 -0.81 0.096
H 1.98 -3.97 -1.55 0.061
H 1.93 -1.00 2.30 0.027
H 3.51 -0.32 2.65 0.089
H 3.33 -2.05 2.36 0.095
H 5.18 0.03 1.05 0.126
H 6.57 1.21 -0.63 0.082
H 6.20 1.07 -2.35 0.083
H 7.00 -0.26 -1.51 0.091
H 4.32 -0.34 -3.11 0.132
H 2.50 -1.87 -3.75 0.096
H 1.43 -0.51 -3.38 0.071
H 1.10 -2.10 -2.70 0.032
```

Summary:
Expectation value of S²: 3.770
Total charge: +1
Spin multiplicity: 4
Electronic energy: -3219.35639 a.u.
HOMO-LUMO gap (spin up / spin down): 6.849 / 6.170 eV



Here is C25H62Cl2P2Si2Sn as an isolated structure from the OMol25 dataset. Energies are from ωB97M-V/def2-TZVPD.

```
94
Properties=species:S:1:pos:R:3:lowdin_charge:R:1
Sn 0.11 -0.15 -0.05 0.446
Cl -0.72 -2.60 0.42 -0.059
P 1.25 -0.24 2.21 0.892
C 2.25 -1.78 2.21 -0.540
C 2.37 1.15 2.67 -0.520
C -0.05 -0.53 3.46 -0.529
C 2.90 -2.18 0.87 -0.154
H 1.50 -2.56 2.45 0.097
C 3.32 -1.75 3.32 -0.125
H 4.19 -1.17 3.00 0.077
H 3.64 -2.79 3.52 0.089
H 2.95 -1.33 4.27 0.052
H 2.19 -2.68 0.21 0.035
H 3.73 -2.88 1.05 0.083
H 3.32 -1.32 0.34 0.049
H -0.53 -1.46 3.07 0.087
C -1.12 0.55 3.54 -0.143
C 0.49 -0.77 4.88 -0.105
H 0.95 -1.75 4.97 0.073
H -0.35 -0.70 5.59 0.086
H 1.20 0.02 5.14 0.075
H -1.12 1.18 2.63 0.013
H -1.02 1.24 4.39 0.087
H -2.11 0.08 3.58 0.070
C 3.39 1.41 1.54 -0.120
H 2.92 0.79 3.56 0.100
C 1.63 2.43 3.06 -0.108
H 4.12 0.59 1.44 0.068
H 3.96 2.32 1.78 0.085
H 2.91 1.58 0.58 0.007
H 0.86 2.71 2.33 0.016
H 2.35 3.27 3.11 0.091
H 1.15 2.36 4.06 0.078
Cl 0.67 2.39 -0.49 0.087
H 1.57 -0.65 -0.85 -0.058
P -1.34 -0.21 -2.16 0.918
C -2.88 -1.20 -1.91 -0.527
C -1.80 1.35 -3.05 -0.509
C -0.28 -1.30 -3.20 -0.542
C -3.56 -0.96 -0.56 -0.178
H -2.54 -2.25 -1.93 0.100
C -3.91 -0.93 -3.01 -0.117
H -4.43 0.02 -2.86 0.072
H -4.67 -1.74 -2.97 0.092
H -3.48 -0.94 -4.01 0.053
H -3.02 -1.44 0.26 0.017
H -4.59 -1.35 -0.56 0.081
H -3.61 0.12 -0.34 0.035
H -0.26 -2.23 -2.58 0.090
C 1.17 -0.82 -3.40 -0.152
C -0.94 -1.61 -4.55 -0.115
H -1.82 -2.28 -4.44 0.074
H -0.23 -2.11 -5.21 0.080
H -1.27 -0.69 -5.06 0.073
H 1.49 -0.01 -2.72 0.022
H 1.34 -0.47 -4.42 0.073
H 1.86 -1.67 -3.21 0.086
C -2.58 2.26 -2.11 -0.129
H -2.45 1.04 -3.90 0.100
C -0.58 2.09 -3.63 -0.125
H -3.64 1.97 -1.99 0.080
H -2.58 3.31 -2.46 0.081
H -2.15 2.25 -1.10 0.001
H 0.17 2.31 -2.88 -0.015
H -0.92 3.06 -4.04 0.087
H -0.11 1.53 -4.46 0.070
C -5.39 2.71 1.47 -0.190
Si -4.26 1.37 2.10 0.413
C -4.15 1.44 3.97 -0.194
C -5.22 -0.21 1.83 -0.190
C -2.61 1.78 1.27 -0.258
Si -1.98 3.51 1.22 0.404
C -2.27 4.02 3.02 -0.189
C -0.50 4.70 0.91 -0.284
C -3.08 4.53 0.08 -0.200
H -6.32 2.45 2.02 0.037
H -5.55 2.63 0.38 0.041
H -5.05 3.73 1.72 0.029
H -5.19 1.77 4.19 0.045
H -3.98 0.42 4.36 0.038
H -3.42 2.14 4.39 0.017
H -5.70 -0.26 0.84 0.026
H -4.67 -1.15 2.03 0.047
H -6.01 -0.10 2.60 0.044
H -2.07 0.89 0.92 -0.085
H -1.63 3.49 3.73 0.026
H -2.01 5.09 3.04 0.033
H -3.31 3.91 3.34 0.015
H -0.22 4.84 -0.16 0.003
H -0.87 5.69 1.25 0.037
H 0.42 4.50 1.47 -0.006
H -2.58 4.74 -0.88 0.028
H -4.08 4.13 -0.12 0.004
H -3.19 5.49 0.61 0.047
```

Summary:
Total charge: 0
Electronic energy: -3386.09240 a.u.
HOMO-LUMO gap (spin up / spin down): 7.847 / 5.474 eV